(1)
The following is a quantum chemistry calculation of 5 unconnected molecules or ions with the total composition C6H22N2O4, from the Open Molecules 2025 dataset.

Each line ends with the natural charge from an NBO analysis.
Cartesian coordinates (Å):
C  -2.2805  1.1276  1.3912  -0.67
C  -1.8078  0.5267  0.0821  -0.02
C  -1.1348  -0.8437  0.1643  -0.48
C  0.2554  -0.8851  0.6716  -0.13
C  1.2138  -1.6464  0.1546  -0.06
N  2.5662  -1.6310  0.5930  -0.40
C  3.2751  -0.6176  0.8565  0.14
N  -3.1127  0.2551  -0.6934  -0.69
H  -3.2544  0.8191  1.7532  0.24
H  -2.2627  2.2187  1.2889  0.26
H  -1.5774  1.0580  2.2263  0.25
H  -1.2197  1.2170  -0.5036  0.25
H  -1.1876  -1.3189  -0.8303  0.23
H  -1.7948  -1.5936  0.6201  0.25
H  0.5522  -0.1726  1.4431  0.23
H  0.9707  -2.2673  -0.6911  0.26
H  2.9145  -2.5565  0.8584  0.47
H  3.0121  0.3858  0.5623  0.23
H  4.2495  -0.6331  1.3321  0.24
H  -3.6269  -0.6071  -0.5003  0.44
H  -3.8058  0.9911  -0.5468  0.45
H  -2.8512  0.2556  -1.6937  0.47
H  -1.6907  2.1487  -3.4566  0.49
H  -2.8870  1.5083  -4.1873  0.49
O  -2.1235  1.3070  -3.6358  -0.97
H  1.9936  2.7714  3.7110  0.50
H  3.4135  2.2781  3.2024  0.49
O  2.4684  2.2452  3.0655  -0.98
H  -1.0803  3.9063  -1.6913  0.51
H  -0.1815  2.7914  -0.9700  0.48
O  -1.0603  3.0539  -1.2487  -0.98
H  1.9399  -4.9429  -0.2399  0.49
H  2.6533  -4.5451  -1.3774  0.50
O  2.1898  -4.1160  -0.6399  -0.98

**LUMO**: -0.266 Eh
**Maximum force**: 2.288 eV/A
**Energy above the lowest of the compared OMol25 structures with the same formula, charge and spin**: 113.2 kJ/mol
**Total charge**: +2
**DFT total energy**: -651.66423 Eh
**HOMO level**: -0.6213 Ha

---

(2)
The following is a quantum chemistry calculation of C3H4 in the gas phase, from the Open Molecules 2025 dataset.

Each line ends with the natural charge from an NBO analysis.
Cartesian coordinates (Å):
C  0.0168  0.4245  1.2370  -0.51
C  -0.1703  -0.0921  0.0183  0.09
C  0.0487  -0.3446  -1.2284  -0.51
H  0.9625  -0.0600  1.8341  0.25
H  -0.7576  1.1983  1.4533  0.24
H  -0.3272  -1.2282  -1.4825  0.21
H  0.7505  0.1636  -1.9664  0.23

**Structure (SMILES)**: C=C=C
**LUMO**: 0.036 Eh
**Maximum force**: 4.408 eV/A
**Energy above the lowest of the compared OMol25 structures with the same formula, charge and spin**: 101.4 kJ/mol
**DFT total energy**: -116.59823 Eh
**HOMO level**: -0.3573 Ha